C41H42P2PbS as an isolated structure. Source: the Open Molecules 2025 dataset; level of theory: ωB97M-V/def2-TZVPD.

Summary:
HOMO-LUMO gap in eV: 6.34
Energy relative to the best compared isomer or geometry (same formula, charge and spin) in kJ/mol: 130.6
Molecular weight in g mol⁻¹: 836.002
Total charge: +2

XYZ file:
```
87
C41H42P2PbS, DFT ωB97M-V/def2-TZVPD
Pb 1.41 1.33 -2.84
C 1.47 3.44 -1.98
C 0.71 3.26 -0.83
C -0.73 3.59 -0.75
C -1.54 3.22 -2.02
C -0.91 2.12 -2.83
C -0.28 2.33 -4.08
C 0.44 3.63 -4.39
C 1.01 4.33 -3.13
C 1.70 -0.90 -2.01
H 2.56 3.30 -1.86
H 1.22 3.21 0.13
H -0.86 4.66 -0.54
H -1.17 3.08 0.12
H -2.54 2.88 -1.68
H -1.72 4.12 -2.63
H -1.20 1.11 -2.52
H -0.51 1.65 -4.91
H -0.16 4.33 -5.01
H 1.27 3.36 -5.06
H 1.89 4.90 -3.45
H 0.27 5.05 -2.75
H 1.59 -1.56 -2.87
H 0.89 -1.08 -1.30
H 2.65 -1.07 -1.49
P 0.56 0.14 1.94
P -1.73 -1.86 -0.62
C -0.90 0.53 0.95
C -1.65 -0.14 0.01
C 0.43 0.90 3.57
C -0.20 2.15 3.67
C -0.07 2.90 4.85
C 0.70 2.42 5.91
C 1.38 1.20 5.79
C 1.24 0.43 4.63
C 2.12 0.96 1.42
C 2.31 0.92 0.04
C 3.53 1.27 -0.56
C 4.49 1.93 0.22
C 4.25 2.15 1.58
C 3.09 1.64 2.18
C -3.42 -2.52 -0.37
C -3.85 -2.72 0.96
C -5.06 -3.36 1.23
C -5.87 -3.80 0.18
C -5.47 -3.60 -1.14
C -4.25 -2.97 -1.41
C -1.58 -1.79 -2.44
C -0.66 -2.65 -3.08
C -0.30 -2.42 -4.40
C -0.96 -1.44 -5.15
C -2.00 -0.71 -4.56
C -2.35 -0.92 -3.23
H -1.30 1.50 1.27
H -2.51 0.44 -0.38
H -0.77 2.56 2.84
H -0.56 3.87 4.92
H 0.78 2.99 6.84
H 2.03 0.85 6.59
H 1.78 -0.52 4.51
H 1.45 0.56 -0.51
H 3.75 1.03 -1.60
H 5.44 2.22 -0.24
H 4.98 2.71 2.18
H 2.95 1.76 3.25
H -3.23 -2.37 1.78
H -5.38 -3.52 2.27
H -6.82 -4.31 0.39
H -6.10 -3.93 -1.97
H -3.95 -2.82 -2.45
H -0.18 -3.46 -2.50
H 0.50 -3.01 -4.86
H -0.67 -1.26 -6.19
H -2.54 0.03 -5.14
H -3.21 -0.40 -2.79
S 0.35 -1.96 1.59
C 1.20 -3.02 2.71
C 0.48 -4.05 3.37
C 1.19 -5.07 4.02
C 2.59 -5.05 4.03
C 3.28 -3.97 3.48
C 2.60 -2.94 2.83
H -0.61 -4.02 3.34
H 0.63 -5.87 4.50
H 3.13 -5.88 4.48
H 4.37 -3.93 3.55
H 3.11 -2.09 2.38
```